The following is a quantum chemistry calculation of a molecular structure, C31H36ClN6O4Ti, from OMol25.

Its HOMO-LUMO gap (alpha / beta) is 4.424 / 6.429 eV. Its calculated total energy is -3142.1641 Ha. For the highest occupied orbital energy (alpha / beta), the calculation gives -1.916 / -3.922 eV. The expectation value of S² is 2.03. The relative energy (zero: lowest compared OMol25 entry of this formula, charge and spin) comes out at 0.836 eV.

Structure (ORCA input):
```
! wB97M-V def2-TZVPD RIJCOSX def2/J DEFGRID3
* xyz -1 3
Ti 0.185 0.111 -0.122
C 1.909 2.961 1.497
C 1.013 3.993 0.817
C -0.228 3.319 0.232
N -0.002 2.176 -0.627
C 0.132 2.362 -1.958
C 0.367 3.581 -2.553
C 0.675 3.889 -3.920
C 1.029 3.045 -4.935
C 1.042 1.634 -4.914
C 0.490 0.794 -3.930
C -0.053 1.072 -2.692
N -0.768 0.145 -1.936
C -1.441 -0.961 -2.571
C -1.549 -2.139 -1.617
C -0.199 -2.797 -1.411
N 0.742 -1.909 -0.748
C 1.966 -2.313 -0.560
C 2.502 -3.487 -1.161
C 3.656 -4.199 -0.931
C 4.660 -4.006 0.015
C 4.724 -2.928 0.876
C 3.936 -1.789 0.952
C 2.800 -1.367 0.224
N 2.321 -0.135 0.281
C 3.219 0.856 0.875
C 2.877 2.292 0.517
H 2.480 3.421 2.310
H 1.277 2.204 1.975
H 0.681 4.754 1.532
H 1.581 4.512 0.039
H -0.819 2.972 1.087
H -0.848 4.057 -0.288
H 0.409 4.438 -1.889
H 0.726 4.952 -4.140
H 1.336 3.511 -5.867
H 1.414 1.137 -5.803
H 0.441 -0.250 -4.228
H -2.451 -0.649 -2.884
H -0.952 -1.324 -3.481
H -1.970 -1.824 -0.656
H -2.236 -2.885 -2.029
H -0.303 -3.709 -0.814
H 0.171 -3.093 -2.401
H 1.867 -3.912 -1.926
H 3.773 -5.072 -1.568
H 5.439 -4.755 0.082
H 5.538 -2.947 1.595
H 4.256 -1.090 1.711
H 3.233 0.755 1.972
H 4.238 0.639 0.542
H 3.810 2.865 0.493
H 2.478 2.324 -0.497
C -3.434 -2.994 2.423
O -2.463 -2.476 3.334
C -1.213 -2.390 2.816
O -0.930 -2.741 1.701
N -0.370 -1.858 3.758
N 0.910 -1.492 3.301
H -4.368 -3.031 2.977
H -3.153 -3.988 2.081
H -3.539 -2.338 1.559
H -0.841 -1.187 4.354
H 1.563 -1.590 4.065
H 0.892 -0.531 2.972
Cl -7.211 1.024 0.040
C -5.602 0.932 0.715
C -5.456 0.767 2.082
C -4.179 0.692 2.611
C -3.066 0.766 1.785
C -3.233 0.941 0.419
C -4.510 1.028 -0.123
C -1.704 0.636 2.405
O -1.562 0.760 3.614
O -0.725 0.393 1.590
H -6.332 0.697 2.713
H -4.023 0.563 3.674
H -2.380 1.019 -0.248
H -4.648 1.170 -1.186
*
```

These are the Löwdin partial charges, in e, on atoms 1 to 4: number 1, Ti, carries 1.091; number 2, C, carries -0.205; number 3, C, carries -0.193; number 4, C, carries -0.247

=====

The following is a quantum chemistry calculation of a molecular structure, C31H36FeN6P in a non-equilibrium geometry, from OMol25.

Its HOMO-LUMO gap (alpha / beta) is 8.058 / 5.645 eV. Its calculated total energy is -3136.2544 Ha. For the highest occupied orbital energy (alpha / beta), the calculation gives -10.067 / -9.354 eV. The expectation value of S² is 6.09.

Structure (ORCA input):
```
! wB97M-V def2-TZVPD RIJCOSX def2/J DEFGRID3
* xyz 1 5
Fe 0.041 -0.206 -0.313
C -0.459 2.320 -2.023
C -1.202 1.212 -2.836
N -1.639 0.074 -2.022
C -3.034 0.155 -1.567
C -3.199 -0.271 -0.101
N -2.147 0.251 0.768
C -2.263 1.660 1.142
C -1.785 2.618 0.039
N -0.538 2.148 -0.573
H 0.600 2.276 -2.284
H -0.840 3.303 -2.335
H -2.054 1.661 -3.364
H -0.508 0.844 -3.594
H -1.514 -0.787 -2.547
H -3.377 1.183 -1.680
H -3.694 -0.475 -2.177
H -4.198 0.048 0.232
H -3.153 -1.361 -0.039
H -2.164 -0.289 1.629
H -3.295 1.927 1.410
H -1.632 1.804 2.021
H -2.546 2.705 -0.734
H -1.668 3.614 0.485
H 0.250 2.630 -0.148
N 2.845 -1.675 -0.114
P 2.350 -0.299 -1.016
C 3.707 -0.267 -2.260
C 3.393 -0.244 -3.613
C 4.396 -0.167 -4.566
C 5.721 -0.116 -4.169
C 6.042 -0.134 -2.820
C 5.041 -0.202 -1.867
C 2.983 1.081 0.013
C 3.385 0.942 1.336
C 3.811 2.051 2.045
C 3.801 3.305 1.459
C 3.382 3.451 0.145
C 2.989 2.342 -0.579
C 1.969 -2.585 0.417
C 2.420 -3.686 1.161
C 1.490 -4.545 1.708
C 0.134 -4.311 1.496
C -0.218 -3.214 0.740
N 0.664 -2.362 0.220
H 3.826 -1.927 -0.075
H 2.356 -0.282 -3.916
H 4.146 -0.148 -5.616
H 6.505 -0.057 -4.910
H 7.076 -0.089 -2.513
H 5.298 -0.182 -0.816
H 3.352 -0.025 1.817
H 4.152 1.935 3.061
H 4.112 4.169 2.028
H 3.359 4.429 -0.311
H 2.693 2.441 -1.617
H 3.477 -3.851 1.307
H 1.807 -5.391 2.296
H -0.622 -4.964 1.902
H -1.252 -2.983 0.525
C 0.694 -0.147 2.671
C 0.946 0.695 3.727
C 0.971 2.110 3.558
C 1.260 2.943 4.599
C 1.561 2.415 5.867
C 1.531 1.023 6.066
C 1.219 0.187 5.033
C 1.911 3.276 6.921
N 2.201 3.991 7.771
H 0.705 -1.215 2.794
H 0.484 0.267 1.685
H 0.784 2.511 2.570
H 1.283 4.014 4.458
H 1.766 0.628 7.043
H 1.195 -0.883 5.180
*
```

These are the Löwdin partial charges, in e, on atoms 1 to 4: number 1, Fe, carries 0.334; number 2, C, carries -0.191; number 3, C, carries -0.182; number 4, N, carries -0.096

=====

The following is a quantum chemistry calculation of a molecular structure, C31H36GdN9, from OMol25.

Its HOMO-LUMO gap (alpha / beta) is 4.555 / 5.815 eV. Its calculated total energy is -2460.8312 Ha. For the highest occupied orbital energy (alpha / beta), the calculation gives -11.263 / -13.837 eV. The expectation value of S² is 15.86. The relative energy (zero: lowest compared OMol25 entry of this formula, charge and spin) comes out at 3.583 eV.

Structure (ORCA input):
```
! wB97M-V def2-TZVPD RIJCOSX def2/J DEFGRID3
* xyz 2 8
Gd 0.191 -0.100 -0.220
N 1.382 -1.416 1.690
C 0.641 -2.701 1.628
C -0.776 -2.517 2.143
N -1.556 -1.443 1.472
C -2.208 -0.578 2.486
C -1.405 0.671 2.764
N -1.213 1.395 1.491
C -2.580 -2.011 0.568
C -3.238 -0.976 -0.330
N -2.264 -0.253 -1.194
H 2.349 -1.596 1.435
H 1.415 -1.108 2.655
H 1.112 -3.470 2.240
H 0.667 -3.037 0.596
H -0.703 -2.276 3.206
H -1.304 -3.472 2.080
H -2.384 -1.127 3.413
H -3.189 -0.273 2.128
H -0.422 0.416 3.165
H -1.921 1.271 3.515
H -0.727 2.267 1.668
H -2.124 1.677 1.141
H -3.365 -2.516 1.144
H -2.106 -2.761 -0.057
H -3.775 -0.235 0.257
H -3.988 -1.493 -0.930
H -2.716 0.586 -1.542
H -2.085 -0.823 -2.016
N -1.706 1.520 -9.667
C -1.311 1.159 -8.650
C -0.831 0.735 -7.359
C -1.724 0.652 -6.291
C -1.269 0.246 -5.049
C 0.076 -0.064 -4.839
C 0.953 0.008 -5.921
C 0.505 0.398 -7.172
C 0.534 -0.480 -3.483
C -0.037 -1.663 -2.958
C -0.657 -2.680 -3.761
C -0.856 -3.758 -2.942
C -0.408 -3.362 -1.659
N 0.070 -2.109 -1.641
C 1.568 0.250 -2.877
C 2.354 1.293 -3.478
C 3.384 1.561 -2.618
C 3.185 0.726 -1.493
N 2.090 -0.041 -1.611
H -2.768 0.888 -6.447
H -1.978 0.158 -4.234
H 1.988 -0.283 -5.790
H 1.189 0.431 -8.011
H -0.835 -2.619 -4.824
H -1.244 -4.731 -3.208
H -0.428 -3.984 -0.774
H 2.182 1.744 -4.443
H 4.203 2.250 -2.762
H 3.839 0.645 -0.633
N 1.740 1.699 1.168
C 1.706 3.057 0.646
C 2.386 4.067 1.267
C 2.403 5.374 0.742
C 1.751 5.643 -0.424
C 1.025 4.626 -1.086
C 0.318 4.875 -2.285
C -0.403 3.873 -2.863
C -0.427 2.624 -2.229
N 0.221 2.336 -1.120
C 0.974 3.322 -0.540
H 1.763 1.752 2.181
H 2.636 1.300 0.909
H 2.944 3.854 2.174
H 2.950 6.151 1.261
H 1.769 6.637 -0.857
H 0.356 5.866 -2.724
H -0.959 4.022 -3.779
H -1.023 1.829 -2.665
*
```

These are the Löwdin partial charges, in e, on atoms 1 to 4: number 1, Gd, carries 1.605; number 2, N, carries -0.050; number 3, C, carries -0.225; number 4, C, carries -0.162

=====

The following is a quantum chemistry calculation of a molecular structure, C31H36MoN2O2P2S5Si in a non-equilibrium geometry, from OMol25.

Its HOMO-LUMO gap (alpha / beta) is 5.048 / 5.048 eV. Its calculated total energy is -4493.8450 Ha. For the highest occupied orbital energy (alpha / beta), the calculation gives -12.675 / -12.676 eV. The relative energy (zero: lowest compared OMol25 entry of this formula, charge and spin) comes out at 0.686 eV.

Structure (ORCA input):
```
! wB97M-V def2-TZVPD RIJCOSX def2/J DEFGRID3
* xyz 2 1
Mo 1.191 -0.284 0.763
C 0.994 3.299 1.566
P 0.395 1.660 2.050
C -1.402 1.913 2.243
C 0.933 1.451 3.786
C 0.663 2.433 4.738
C 1.034 2.251 6.060
C 1.693 1.092 6.444
C 1.962 0.106 5.511
C 1.576 0.273 4.183
P 1.833 -1.068 2.976
C 3.555 -1.622 3.205
C 0.921 -2.465 3.725
H 0.593 4.042 2.257
H 0.637 3.515 0.557
H 2.083 3.329 1.595
H -1.825 1.190 2.945
H -1.895 1.836 1.277
H -1.557 2.920 2.633
H 0.155 3.346 4.459
H 0.816 3.017 6.791
H 1.987 0.954 7.473
H 2.467 -0.798 5.822
H 3.665 -2.166 4.145
H 4.225 -0.761 3.196
H 3.816 -2.286 2.376
H 1.235 -2.571 4.765
H 1.164 -3.374 3.176
H -0.154 -2.299 3.699
S 7.367 1.673 -2.873
C 6.043 1.216 -2.041
S 4.862 0.089 -2.696
C 3.837 0.070 -1.286
C 4.193 0.864 -0.236
S 3.236 0.900 1.198
S 5.666 1.787 -0.421
S 2.380 -0.829 -1.227
C -2.002 -1.691 1.708
Si -1.559 -3.054 0.434
C -2.948 -3.228 -0.846
C -0.712 -4.622 1.067
H -2.432 -2.085 2.624
H -2.738 -1.007 1.287
H -1.119 -1.087 1.979
H -3.836 -3.620 -0.359
H -2.693 -3.924 -1.643
H -3.228 -2.281 -1.307
H -1.063 -4.891 2.058
H 0.371 -4.534 1.097
H -0.943 -5.464 0.419
O -0.192 -2.318 -0.432
C -0.433 -1.217 -1.074
N -0.662 -1.092 -2.362
C -1.082 0.292 -2.661
C -0.771 0.948 -1.310
O -0.766 2.109 -1.001
N -0.507 -0.068 -0.405
C -2.596 0.284 -2.897
C -3.178 -0.791 -3.567
C -4.538 -0.798 -3.827
C -5.330 0.264 -3.429
C -4.756 1.330 -2.760
C -3.395 1.346 -2.495
C -0.319 0.898 -3.825
C 0.976 1.371 -3.638
C 1.684 1.908 -4.699
C 1.099 1.996 -5.952
C -0.190 1.529 -6.142
C -0.896 0.977 -5.087
H -0.521 -1.810 -3.056
H -2.579 -1.614 -3.926
H -4.981 -1.629 -4.352
H -6.383 0.267 -3.658
H -5.370 2.159 -2.449
H -2.962 2.201 -1.999
H 1.428 1.331 -2.654
H 2.689 2.272 -4.548
H 1.646 2.426 -6.777
H -0.658 1.599 -7.111
H -1.899 0.617 -5.257
*
```

These are the Löwdin partial charges, in e, on atoms 1 to 4: number 1, Mo, carries 0.756; number 2, C, carries -0.230; number 3, P, carries 0.798; number 4, C, carries -0.205

=====

The following is a quantum chemistry calculation of a molecular structure, C31H36N4PZr in a non-equilibrium geometry, from OMol25.

Its HOMO-LUMO gap is 5.669 eV. Its calculated total energy is -1809.3359 Ha. For the highest occupied orbital energy, the calculation gives -17.082 eV.

Structure (ORCA input):
```
! wB97M-V def2-TZVPD RIJCOSX def2/J DEFGRID3
* xyz 3 1
Zr 0.109 -1.293 -0.223
C -4.441 2.054 0.349
C -3.489 2.366 -0.615
C -2.596 1.393 -1.043
C -2.649 0.129 -0.479
C -3.612 -0.202 0.462
C -4.511 0.768 0.874
N -1.748 -0.905 -0.980
C -2.225 -1.609 -2.118
C -3.469 -1.440 -2.698
C -3.831 -2.253 -3.760
C -2.979 -3.254 -4.249
C -1.745 -3.434 -3.680
C -1.367 -2.584 -2.635
N -0.185 -2.709 -1.901
N 0.553 -3.688 -2.129
C 1.601 -3.856 -1.228
C 2.416 -4.948 -1.415
C 3.431 -5.186 -0.496
C 3.575 -4.317 0.573
C 2.717 -3.243 0.692
N 1.732 -2.988 -0.191
H -5.148 2.808 0.674
H -3.458 3.358 -1.051
H -1.897 1.584 -1.845
H -3.670 -1.212 0.854
H -5.275 0.518 1.601
H -4.153 -0.690 -2.322
H -4.804 -2.120 -4.216
H -3.300 -3.881 -5.069
H -1.061 -4.194 -4.030
H 2.232 -5.589 -2.267
H 4.088 -6.039 -0.610
H 4.347 -4.461 1.319
H 2.821 -2.565 1.519
C 1.680 -0.577 2.460
C 2.304 0.554 1.616
C 2.817 1.591 2.615
C 3.451 0.021 0.745
P 0.921 1.163 0.499
C -0.318 1.700 1.684
C -0.360 2.989 2.213
C -1.225 3.277 3.259
C -2.038 2.284 3.794
C -2.003 0.992 3.282
C -1.150 0.720 2.231
C 1.442 2.412 -0.790
C 1.953 1.588 -1.989
C 2.539 3.362 -0.301
C 0.224 3.236 -1.237
H 2.460 -1.121 2.995
H 1.147 -1.364 1.878
H 0.960 -0.212 3.185
H 3.504 1.093 3.307
H 2.007 2.015 3.211
H 3.365 2.396 2.140
H 4.163 -0.534 1.360
H 4.006 0.822 0.267
H 3.118 -0.647 -0.053
H 0.291 3.767 1.832
H -1.254 4.279 3.668
H -2.702 2.514 4.618
H -2.637 0.219 3.698
H -1.147 -0.304 1.841
H 2.937 1.155 -1.811
H 2.035 2.236 -2.865
H 1.257 0.793 -2.270
H 3.460 2.861 -0.019
H 2.207 3.992 0.527
H 2.780 4.027 -1.134
H -0.457 2.656 -1.859
H 0.597 4.061 -1.848
H -0.342 3.665 -0.412
*
```

These are the Löwdin partial charges, in e, on atoms 1 to 4: number 1, Zr, carries 1.793; number 2, C, carries -0.026; number 3, C, carries -0.026; number 4, C, carries -0.045

=====

The following is a quantum chemistry calculation of a molecular structure, C31H37CaFN7O4Se, from OMol25.

Its HOMO-LUMO gap is 4.665 eV. Its calculated total energy is -5066.6251 Ha. For the highest occupied orbital energy, the calculation gives -9.089 eV. The relative energy (zero: lowest compared OMol25 entry of this formula, charge and spin) comes out at 0.027 eV.

Structure (ORCA input):
```
! wB97M-V def2-TZVPD RIJCOSX def2/J DEFGRID3
* xyz 1 1
Ca -0.931 -0.256 0.288
C 1.690 2.462 1.790
C 0.878 3.255 2.812
C 0.470 4.610 2.228
C -0.245 2.478 3.506
C -0.194 2.474 4.899
C -1.144 1.829 5.670
C -2.181 1.173 5.036
C -2.282 1.143 3.645
C -3.507 0.428 3.083
C -4.552 1.375 2.493
C -3.216 -0.706 2.103
C -1.304 1.793 2.862
N -1.326 1.665 1.445
C -1.836 2.709 0.707
C -2.565 3.809 1.188
C -3.038 4.802 0.344
C -2.817 4.762 -1.029
C -2.099 3.693 -1.550
C -1.654 2.737 -0.677
F -0.908 1.662 -1.218
H 2.487 3.088 1.380
H 1.058 2.130 0.967
H 2.157 1.589 2.248
H 1.571 3.479 3.627
H -0.013 4.514 1.257
H 1.362 5.225 2.092
H -0.213 5.148 2.888
H 0.622 2.995 5.388
H -1.076 1.843 6.750
H -2.941 0.672 5.626
H -3.968 -0.051 3.951
H -4.198 1.836 1.568
H -4.796 2.178 3.190
H -5.473 0.832 2.270
H -3.010 -0.289 1.117
H -4.084 -1.354 1.969
H -2.380 -1.331 2.435
H -2.741 3.875 2.256
H -3.588 5.630 0.772
H -3.191 5.539 -1.681
H -1.879 3.604 -2.606
N 1.579 -5.152 0.324
C 1.198 -3.777 0.058
C 0.435 -3.222 1.234
O 0.142 -4.080 2.179
O 0.103 -2.051 1.313
H 1.407 -5.763 -0.462
H 0.586 -4.924 1.912
H 2.550 -5.241 0.590
H 0.516 -3.726 -0.796
H 2.020 -3.090 -0.154
O 1.201 -0.167 -0.530
H 1.473 0.669 -0.926
H 1.887 -0.382 0.170
Se -2.964 -4.427 -0.258
N -2.791 -4.607 -2.006
C -2.379 -3.441 -2.452
C -2.125 -3.100 -3.828
C -1.717 -1.846 -4.094
C -1.528 -0.891 -3.028
N -1.738 -1.137 -1.772
C -2.186 -2.411 -1.470
N -2.437 -2.737 -0.215
H -2.270 -3.838 -4.606
H -1.518 -1.529 -5.108
H -1.184 0.110 -3.264
N 1.599 -1.491 5.412
C 2.902 -1.167 5.230
O 3.670 -0.983 6.151
C 3.393 -1.023 3.809
C 4.761 -0.931 3.598
C 5.230 -0.735 2.313
C 4.312 -0.636 1.279
N 2.994 -0.729 1.466
C 2.554 -0.909 2.718
H 1.252 -1.503 6.356
H 0.952 -1.627 4.658
H 5.424 -0.998 4.451
H 6.289 -0.651 2.110
H 4.644 -0.475 0.260
H 1.479 -0.930 2.837
*
```

These are the Löwdin partial charges, in e, on atoms 1 to 4: number 1, Ca, carries 1.407; number 2, C, carries -0.059; number 3, C, carries -0.354; number 4, C, carries -0.050